(1)
{"formula": "C30H55ClF3N6O5", "method": "ωB97M-V with the def2-TZVPD basis set", "symbols": ["C", "H", "C", "N", "H", "H", "C", "H", "C", "H", "C", "H", "H", "C", "C", "C", "C", "H", "C", "H", "C", "H", "C", "H", "O", "H", "H", "H", "C", "N", "H", "H", "Cl", "H", "H", "H", "F", "C", "H", "O", "N", "H", "H", "C", "H", "C", "H", "H", "H", "H", "F", "H", "H", "C", "O", "H", "H", "C", "H", "N", "H", "H", "H", "C", "C", "H", "H", "N", "H", "H", "H", "H", "N", "C", "H", "C", "H", "C", "C", "C", "H", "H", "H", "C", "C", "C", "H", "F", "H", "C", "H", "H", "H", "C", "H", "H", "H", "O", "O", "H"], "xyz": [[-0.17, -1.35, -0.20], [4.59, -2.97, 1.74], [2.75, -3.22, -1.17], [0.16, -1.13, -3.89], [-4.28, -3.12, -3.26], [0.07, -1.84, -4.62], [-2.96, -2.04, 1.68], [3.63, -0.31, -1.59], [-0.72, 6.65, 3.10], [2.88, -3.17, -0.05], [-4.16, 4.56, -3.87], [-0.60, 3.63, -6.00], [-3.58, 2.97, -6.23], [-1.44, -2.60, -2.52], [-1.57, -4.03, 1.76], [-3.30, 1.42, -3.93], [-0.96, 2.64, 0.94], [0.93, 2.56, 1.95], [-0.34, -1.58, -2.62], [2.42, -1.94, 2.56], [5.39, -2.91, 5.01], [-2.58, 4.06, 3.55], [2.71, -0.86, -1.25], [-1.91, 4.82, -6.02], [2.65, -2.10, -1.99], [4.75, -1.60, 2.81], [1.24, 0.84, -0.84], [-2.06, 2.37, 3.56], [-1.62, 3.82, -6.35], [5.36, -3.40, 3.64], [-1.73, 5.26, 1.83], [2.75, -2.56, 4.17], [0.58, -0.66, 1.27], [0.30, 6.95, 3.39], [-1.39, 1.89, 1.60], [5.53, -1.82, 4.99], [-0.31, -4.47, 2.14], [-1.89, 3.35, 4.01], [-2.02, 4.52, -3.80], [-3.77, -4.81, -4.22], [0.25, -1.00, -1.48], [-1.20, 7.52, 2.64], [-1.28, 6.41, 4.00], [4.44, -2.66, 2.79], [-0.66, 2.12, 0.02], [2.95, -2.72, 3.11], [-1.25, -3.96, -4.23], [-5.16, 0.34, -4.03], [4.44, -3.09, 5.53], [-5.36, 2.00, -3.51], [-2.81, -3.89, -0.96], [-5.00, 4.09, -3.36], [3.93, -5.26, 5.13], [-2.58, 2.75, -5.83], [-3.09, -1.40, 2.67], [-0.23, 4.54, 4.65], [-2.77, 3.60, -2.55], [-2.84, 3.82, -3.62], [-2.15, 3.27, 5.06], [-1.63, -2.61, 1.43], [-2.83, 0.55, -4.40], [-5.06, 1.63, -5.22], [-4.09, 5.58, -3.48], [4.15, -5.61, 4.12], [-1.99, -3.20, -3.85], [5.35, -5.10, 2.41], [-1.61, 3.82, -7.44], [-2.59, 2.61, -4.38], [3.24, -5.53, 3.52], [2.51, -3.67, 2.81], [-1.74, 3.35, 0.66], [1.50, 0.44, -2.57], [0.02, 4.32, 2.60], [-0.70, 5.49, 2.11], [-0.34, -0.28, -4.18], [0.26, 3.33, 1.56], [6.25, -5.27, 3.87], [-1.25, -2.33, 0.05], [-0.42, 3.78, 3.88], [-3.47, -3.73, -3.78], [0.82, 3.81, 0.76], [-4.40, 4.64, -4.94], [-2.27, 1.80, -6.28], [5.32, -4.85, 3.48], [-4.81, 1.36, -4.20], [6.53, -3.49, 5.84], [-2.00, -2.35, -4.61], [-4.02, -2.18, 0.82], [6.42, -4.56, 6.00], [1.37, -0.02, -1.56], [6.54, -3.02, 6.83], [-3.13, 1.29, -2.85], [4.40, -6.67, 4.19], [-1.85, -2.96, -1.16], [-0.20, 5.86, 1.21], [2.84, -1.07, -0.16], [0.22, 2.94, 4.16], [-2.47, -4.79, 1.72], [2.66, -4.31, -1.66], [7.50, -3.30, 5.37]], "lumo_energy_ev": -4.8, "homo_energy_ha": -0.37090, "total_charge": 1, "energy_ev": -71844.5197, "homo_lumo_gap_ev": 5.3063}

(2)
{"formula": "C30H55EuN2O2P2", "method": "ωB97M-V with the def2-TZVPD basis set", "symbols": ["H", "N", "H", "C", "O", "H", "C", "H", "H", "C", "H", "H", "H", "C", "C", "H", "H", "C", "H", "C", "H", "H", "H", "H", "H", "O", "H", "H", "C", "C", "C", "H", "H", "H", "H", "C", "C", "P", "H", "H", "H", "C", "H", "H", "H", "C", "H", "C", "H", "H", "H", "H", "C", "H", "H", "H", "H", "H", "C", "C", "H", "Eu", "C", "H", "C", "H", "H", "H", "H", "N", "H", "C", "H", "H", "H", "H", "C", "C", "C", "H", "C", "C", "H", "C", "C", "H", "P", "C", "H", "H", "H", "C"], "xyz": [[-1.98, -2.64, -2.64], [1.40, 0.25, -1.20], [-3.66, 0.31, -4.38], [-3.66, 2.60, -2.20], [-2.72, 1.28, 3.19], [-2.91, -4.02, 0.16], [-1.06, 0.61, -3.60], [4.50, -2.02, -0.02], [-5.36, 2.47, -0.04], [2.04, -0.73, -0.76], [-1.17, 1.59, -3.11], [1.55, 1.45, 5.02], [3.56, 1.45, 3.88], [0.40, -3.44, 0.76], [-3.18, -1.41, -0.43], [-4.70, 0.98, 0.69], [0.36, 4.33, -0.46], [1.08, -0.22, 3.67], [-0.76, -5.28, 0.71], [1.64, -1.25, 0.74], [5.08, -0.81, -2.31], [2.54, 2.81, 3.33], [-4.49, 3.31, -2.25], [2.44, -1.85, 1.22], [4.67, -2.97, -1.50], [-0.28, 3.72, -0.01], [2.44, 1.99, -0.32], [-5.54, -0.31, -1.77], [-5.39, 0.74, -2.06], [4.02, -0.50, -2.36], [-3.21, -0.65, -4.08], [-6.27, 1.30, -1.72], [-0.48, -1.30, 4.71], [-3.81, -2.08, -1.04], [1.70, -3.09, -2.19], [2.80, 2.41, 0.64], [0.69, 1.05, 4.48], [-2.74, 0.10, -1.39], [-0.92, -2.09, -3.96], [1.35, -3.91, 1.02], [-2.82, 3.11, -1.69], [-2.07, -0.47, -3.09], [4.13, 0.13, 0.33], [1.99, -1.86, 4.77], [3.08, -1.23, 3.52], [3.10, -1.51, -1.63], [-2.81, -1.11, -5.00], [4.18, 0.45, 1.38], [3.92, 0.50, -1.94], [-0.48, -1.74, -2.27], [3.32, -3.30, -0.40], [-4.01, -1.30, -3.71], [-2.02, 1.21, 2.27], [-0.01, 0.29, -3.45], [2.82, -0.31, 5.02], [2.12, 3.22, 0.95], [-3.80, -1.10, 0.42], [4.27, -0.44, 2.02], [-0.70, 4.30, 1.25], [3.33, 2.11, 3.04], [0.26, 1.85, 3.86], [-0.39, 1.26, -0.15], [-4.47, 1.82, 0.02], [5.11, 1.03, 1.52], [-1.33, -1.82, -2.97], [0.19, -2.20, 3.32], [-3.34, 2.37, -3.23], [-1.74, 3.99, 1.41], [-0.57, 5.39, 1.26], [-0.80, -1.42, 0.31], [3.73, -0.43, -3.42], [0.36, -2.05, 0.62], [-0.07, 0.79, 5.24], [1.69, -1.66, -3.26], [3.79, 2.87, 0.44], [-0.10, 3.83, 2.06], [-4.14, 1.36, -1.42], [-0.77, -4.20, 0.58], [2.32, -0.93, 4.26], [-1.23, 0.76, -4.68], [-1.91, -2.14, 0.09], [2.33, -2.33, -2.67], [-3.67, 2.42, 0.46], [3.94, -2.50, -0.82], [3.00, 1.35, 1.75], [-5.36, 0.80, -3.15], [1.41, 0.32, 1.90], [-1.95, -3.52, 0.28], [-0.95, -0.84, 3.06], [4.23, 2.72, 2.86], [3.03, -2.83, -3.35], [-0.12, -1.20, 3.67]], "spin_multiplicity": 8, "s2": 15.761, "lumo_energy_ev": [-2.4, -2.4], "homo_energy_ha": [-0.33645, -0.34795], "total_charge": 1, "energy_ev": -76978.9791, "homo_lumo_gap_ev": [6.7859, 7.1172]}

(3)
{"formula": "C30H55N5O4PTl", "method": "ωB97M-V with the def2-TZVPD basis set", "symbols": ["H", "H", "C", "H", "H", "H", "H", "H", "H", "H", "H", "C", "C", "C", "C", "C", "C", "C", "H", "H", "H", "C", "P", "H", "O", "O", "C", "H", "C", "H", "C", "H", "H", "C", "H", "C", "H", "N", "C", "C", "H", "H", "C", "H", "H", "H", "C", "C", "C", "C", "H", "H", "H", "C", "C", "H", "H", "N", "N", "H", "C", "H", "H", "H", "H", "H", "H", "H", "H", "H", "H", "C", "H", "H", "H", "C", "H", "C", "H", "H", "Tl", "H", "H", "N", "H", "H", "C", "O", "N", "H", "C", "H", "O", "H", "C", "H"], "xyz": [[5.09, 2.49, -2.71], [1.91, -3.58, -3.47], [-1.93, 1.90, -3.11], [-4.21, 0.11, 1.66], [-5.19, -1.25, -1.54], [-3.05, 2.35, -6.28], [-2.69, -1.47, 1.32], [0.64, -4.81, -0.16], [2.91, -3.83, 0.08], [1.07, -5.28, -1.83], [-5.03, -1.35, 0.22], [-3.69, 1.52, 0.07], [0.32, -1.09, 3.72], [-2.53, -2.18, -2.07], [0.91, -0.34, 6.11], [-3.11, -1.48, -0.83], [1.44, -3.19, -1.38], [2.88, -3.46, -0.95], [-1.30, 3.17, -4.72], [-5.63, 2.41, 0.02], [-4.67, 0.64, -5.51], [5.17, 1.94, 0.58], [-2.68, 0.33, -0.98], [-1.32, -1.97, 0.31], [0.80, -2.24, -0.62], [0.04, 2.40, 0.71], [-3.90, 1.00, -4.84], [-0.61, -1.43, 4.18], [5.42, 2.02, -1.79], [5.46, -1.14, -0.69], [-2.01, 2.42, -4.40], [-1.48, 0.54, 5.31], [-0.42, -4.34, -1.50], [-5.12, 1.59, -0.49], [3.56, -0.72, -2.09], [0.48, 1.12, 5.99], [0.36, -2.75, -3.23], [-0.41, 1.27, 3.66], [1.40, -0.97, 4.81], [3.49, 0.28, 0.37], [-2.65, 0.93, 1.90], [-4.18, 1.80, 2.14], [-2.99, 1.96, -5.27], [2.76, 2.81, 0.04], [-4.57, -0.23, -3.24], [-1.45, -2.03, -2.13], [3.75, 0.35, -2.03], [-3.83, 0.49, -3.55], [0.62, -4.51, -1.21], [1.39, -2.83, -2.88], [2.97, 0.72, 1.22], [0.62, -1.80, 2.96], [-2.72, -3.25, -1.98], [5.63, -0.07, -0.63], [0.06, 0.21, 2.99], [6.49, 2.19, -1.67], [3.41, 0.84, -2.95], [4.91, 0.49, 0.53], [4.71, 2.58, -0.65], [-4.80, -2.79, -0.77], [-4.62, -1.71, -0.73], [-1.16, 2.27, -2.44], [1.88, -1.86, -3.04], [-1.98, 2.87, 0.21], [-3.54, 3.59, 0.61], [0.06, -0.93, 6.49], [2.26, -0.42, 4.43], [-3.12, 3.28, -1.08], [0.23, 1.49, 6.98], [3.27, -0.79, 0.35], [-5.69, 0.68, -0.29], [3.29, 2.38, -0.80], [6.69, 0.11, -0.51], [4.65, 2.37, 1.44], [-1.19, 2.28, 5.28], [-0.74, 1.31, 5.09], [2.94, 2.86, -1.72], [-2.40, -2.01, 0.42], [1.31, 1.73, 5.61], [-5.13, 1.80, -1.55], [0.39, 0.11, -1.03], [3.47, -2.54, -0.99], [3.35, -4.19, -1.60], [5.17, 0.57, -1.88], [-0.45, 2.14, 3.16], [-2.67, -3.06, 0.56], [-3.68, 1.05, 1.53], [0.30, 0.27, 1.77], [2.98, 0.91, -0.88], [1.74, -1.99, 5.03], [-2.84, 0.94, -2.68], [1.71, -0.41, 6.85], [0.79, 3.23, 1.02], [-2.98, -1.84, -3.00], [-3.03, 2.90, -0.06], [6.24, 2.10, 0.69]], "lumo_energy_ev": [-8.1, -8.5], "homo_energy_ha": [-0.49298, -0.49160], "total_charge": 2, "energy_ev": -61605.1381, "homo_lumo_gap_ev": [5.3641, 4.9202]}

(4)
{"formula": "C30H56F3N2O29S3", "method": "ωB97M-V with the def2-TZVPD basis set", "symbols": ["N", "H", "O", "C", "O", "O", "C", "H", "H", "F", "C", "O", "O", "C", "C", "H", "H", "H", "C", "H", "C", "C", "O", "H", "H", "H", "O", "C", "O", "O", "H", "S", "S", "H", "H", "H", "C", "C", "N", "O", "C", "H", "O", "O", "O", "H", "C", "H", "C", "O", "C", "H", "H", "O", "O", "F", "C", "H", "O", "H", "H", "H", "H", "H", "O", "C", "H", "O", "H", "C", "C", "C", "C", "H", "H", "H", "H", "H", "H", "O", "C", "H", "H", "O", "O", "C", "H", "C", "C", "C", "H", "O", "H", "H", "H", "H", "H", "H", "S", "H", "F", "H", "H", "C", "O", "O", "O", "O", "H", "H", "H", "H", "H", "H", "H", "C", "O", "H", "O", "C", "H", "H", "C"], "xyz": [[13.16, 8.87, 0.57], [14.25, 14.46, 2.08], [5.60, 9.94, 0.40], [12.48, 15.63, 2.43], [14.56, 16.15, 3.22], [11.04, 10.02, -0.72], [6.80, 10.74, 0.36], [10.86, 15.36, 1.05], [7.10, 10.93, -0.67], [11.24, 12.97, -1.29], [8.54, 5.92, -5.45], [9.68, 7.25, -7.08], [6.38, 7.71, -0.25], [10.85, 7.14, -7.72], [13.51, 14.82, -2.80], [11.85, 16.01, 3.24], [12.40, 10.52, -2.80], [11.16, 16.52, -5.18], [14.34, 14.96, -1.55], [13.04, 8.52, 1.53], [7.85, 10.03, 1.23], [14.02, 12.44, -9.39], [13.06, 16.76, 1.71], [13.43, 16.41, -4.29], [12.34, 14.39, 0.64], [10.43, 13.20, -6.51], [7.48, 12.01, -9.63], [9.79, 6.73, -5.70], [13.54, 13.43, -3.23], [9.34, 6.04, -2.37], [10.17, 7.80, -1.68], [8.52, 11.09, -9.34], [5.94, 8.45, 0.89], [10.07, 15.39, -7.80], [13.55, 9.88, -11.50], [13.36, 9.61, -8.75], [14.04, 15.54, -4.04], [8.39, 9.25, -11.01], [13.47, 10.36, -2.80], [7.80, 9.76, -8.81], [12.50, 10.01, -11.27], [8.36, 5.29, -6.32], [13.80, 14.59, -5.08], [9.15, 10.39, -10.63], [10.87, 10.59, -2.88], [9.76, 7.38, 0.56], [9.40, 6.61, -0.13], [10.85, 11.17, -6.06], [12.87, 10.59, -8.79], [11.15, 4.32, -2.26], [10.12, 12.23, -1.19], [8.82, 7.99, -9.28], [13.28, 8.12, -0.10], [12.05, 14.93, -7.46], [11.09, 7.53, -8.82], [9.22, 12.79, -2.02], [10.86, 10.39, -5.29], [8.77, 5.32, -4.57], [13.75, 12.35, -5.18], [12.45, 15.05, -2.68], [9.07, 10.48, -4.07], [13.95, 9.52, 0.59], [11.92, 10.33, -12.14], [12.30, 9.42, 0.36], [14.81, 18.10, 2.08], [10.26, 14.17, -6.02], [10.99, 4.93, -5.74], [8.91, 3.82, -1.40], [11.92, 10.24, -5.14], [9.28, 7.19, -1.52], [10.10, 10.85, -4.06], [11.14, 6.01, -5.77], [10.99, 16.61, -6.25], [9.94, 11.93, -4.11], [7.51, 9.47, -11.61], [9.76, 7.66, -5.13], [12.03, 10.51, -8.09], [10.18, 17.29, -6.51], [13.64, 14.30, 3.71], [9.60, 11.47, -8.49], [12.80, 16.07, -7.54], [12.00, 9.09, -10.94], [15.05, 15.94, -3.95], [10.31, 5.53, -0.27], [7.20, 8.89, 1.78], [13.74, 13.36, -4.55], [6.48, 11.68, 0.80], [12.36, 11.04, -10.16], [14.23, 17.09, 2.31], [10.75, 15.25, -6.95], [14.20, 15.94, -1.10], [13.25, 12.14, -10.45], [9.31, 10.27, -1.68], [10.39, 9.56, -5.82], [11.32, 11.35, -10.10], [9.18, 14.26, -5.93], [13.95, 10.69, -3.64], [9.00, 8.58, -11.61], [9.95, 4.75, -1.62], [13.57, 9.36, -2.63], [9.65, 12.43, 0.05], [8.22, 10.67, 2.02], [15.38, 14.70, -1.73], [13.78, 15.01, 2.90], [13.72, 11.63, -8.34], [12.24, 17.03, -6.79], [14.78, 13.34, -9.32], [13.85, 16.09, -8.08], [7.65, 6.54, -5.37], [10.73, 14.17, -5.04], [8.47, 6.30, 0.35], [13.78, 10.85, -1.96], [8.73, 9.65, 0.70], [7.07, 8.13, -9.70], [11.27, 13.91, 1.87], [11.72, 14.81, 1.42], [11.77, 6.57, -6.90], [8.42, 7.84, -1.66], [4.92, 7.95, 1.73], [8.03, 8.63, -9.65], [11.70, 6.32, -4.88], [14.00, 14.27, -0.77], [10.28, 10.76, -1.54]], "lumo_energy_ev": -4.3, "homo_energy_ha": -0.43035, "total_charge": 1, "energy_ev": -135025.5729, "homo_lumo_gap_ev": 7.3839}